[1]
3 unconnected molecules or ions with the total composition CH2N4O2 in a non-equilibrium geometry. Source: the Open Molecules 2025 dataset; level of theory: wB97M-V/def2-TZVPD.

**Relative energy (zero: lowest compared OMol25 entry of this formula, charge and spin)**: 62.43 kcal per mole
**2S+1**: 1
**E_LUMO**: 0.0068 hartree
**HOMO**: -0.2810 Eh

XYZ file:
```
9
Properties=species:S:1:pos:R:3:forces:R:3
N -0.531 -1.666 -0.028 -1.2 3.1 0.6
C -2.824 0.321 -0.020 0.5 0.3 -0.7
H 1.112 2.364 -0.033 0.0 3.1 -0.2
O -2.778 0.613 -1.145 -0.3 -0.2 0.3
H -0.528 -2.583 -0.366 0.9 -2.4 -0.6
N 0.417 -0.973 0.001 -0.3 0.8 0.1
O -2.837 0.044 1.100 -0.3 -0.1 0.4
N -0.078 1.010 0.175 1.4 -1.6 0.0
N 1.043 1.418 0.171 -0.7 -3.0 0.1
```
Positions in Å, forces in eV/Å.

***

[2]
2 unconnected molecules or ions with the total composition CH2N4O2 in a non-equilibrium geometry. Source: the Open Molecules 2025 dataset; level of theory: wB97M-V/def2-TZVPD.

**Relative energy (zero: lowest compared OMol25 entry of this formula, charge and spin)**: 187.35 kcal per mole
**2S+1**: 1
**E_LUMO**: -0.0353 hartree
**HOMO**: -0.3673 Eh

XYZ file:
```
9
Properties=species:S:1:pos:R:3:forces:R:3
H 1.047 -0.964 -1.717 -1.6 2.7 2.6
N 0.674 0.999 -0.162 -0.8 -4.7 -2.1
H -0.229 -2.145 0.244 -0.1 -0.6 0.1
O -0.652 1.752 0.200 1.3 3.1 -3.9
C 0.017 -0.292 0.344 0.4 3.2 3.4
N -1.137 1.277 1.199 -2.1 -3.3 4.7
N -0.844 0.041 1.493 0.8 1.8 -2.9
N 0.292 -1.374 -0.123 1.3 -2.1 -2.5
O 0.833 0.707 -1.478 0.8 -0.1 0.4
```
Positions in Å, forces in eV/Å.